Record 1
Molecular formula: C22H46O6
Method: DFT, the ωB97M-V functional and the def2-TZVPD basis

Geometry as XYZ:
```
74
Properties=species:S:1:pos:R:3
O -9.60 -1.96 2.55
H 8.28 -7.32 0.56
O 6.25 -8.60 -1.61
C -5.09 2.24 -4.26
H 3.16 1.54 5.10
H -0.56 -2.39 1.89
C -8.19 -2.00 2.80
C 1.24 6.26 -2.83
H 6.09 1.99 3.16
H -7.09 -3.65 3.58
H -7.67 -3.89 1.89
H 6.57 3.58 3.63
H -10.26 -3.64 1.56
H -9.36 -3.84 4.51
H 4.08 7.40 -3.96
C 7.31 -7.76 0.33
C 5.79 -7.28 -1.60
H -7.66 -1.63 1.92
H 1.52 -1.53 0.77
H -5.29 5.33 -3.92
C 3.31 5.40 -3.59
H 4.71 -7.15 -1.68
H -6.62 2.81 -2.85
O -5.87 4.17 -5.47
C -7.91 -3.49 2.88
C -5.71 3.23 -3.29
H -4.10 1.90 -3.98
H 3.44 5.27 -4.66
H 4.33 6.83 -2.29
H 5.06 0.28 4.96
H -11.14 -3.20 3.10
H -5.35 2.40 -6.40
C 3.65 6.83 -3.14
C -10.18 -3.27 2.59
H 8.19 -8.41 -1.58
O 6.31 2.00 5.13
C -6.00 4.52 -4.08
H 3.85 2.90 3.41
C 4.02 2.14 5.40
C 5.20 1.18 5.54
C -0.44 -2.54 0.82
H 0.90 -1.63 -0.77
H 3.94 4.69 -3.05
C 2.29 7.35 -2.62
C 4.48 3.11 4.28
H -1.35 -2.40 0.24
C -5.01 3.04 -5.58
H 6.83 -8.23 1.19
O 2.07 5.11 -2.90
H 7.51 -9.76 -0.46
H -6.88 5.00 -3.66
C -9.26 -4.01 3.44
H 2.51 7.68 -1.60
C 7.46 -8.73 -0.83
H -4.14 3.69 -5.70
C 5.98 2.73 3.96
H -5.73 1.37 -4.40
H 4.25 4.16 4.51
H 6.86 -5.78 -0.29
H -5.19 3.37 -2.35
C 6.33 -6.74 -0.30
H 0.45 0.30 -0.20
H -0.09 -3.55 0.59
H 6.32 -6.75 -2.38
H 5.27 0.79 6.56
H 5.57 -6.57 0.46
H 0.66 6.36 -3.74
O -0.11 -0.23 0.37
H -7.90 -1.51 3.73
H 0.57 6.11 -1.98
H -9.28 -5.08 3.22
H 3.85 2.74 6.30
C 0.55 -1.49 0.26
H 2.02 8.24 -3.18
```

**Total charge**: 0
**2S+1**: 1
**Total energy**: -35839.2178 eV
**LUMO level**: 0.408 eV



Record 2
Molecular formula: C20H25FN3O3PS
Method: DFT, the ωB97M-V functional and the def2-TZVPD basis

Geometry as XYZ:
```
54
Properties=species:S:1:pos:R:3
H 0.76 -3.71 -1.11
C -2.04 3.94 3.42
H -1.45 -2.96 -4.49
C 1.18 2.02 0.57
C 0.38 -0.09 -0.43
H -2.37 3.74 2.34
N 1.00 1.25 -0.68
C 2.33 -1.42 -1.93
C -1.62 -1.60 0.74
H -3.23 -4.05 -5.86
C 1.01 -1.40 -1.04
C -2.38 -4.64 -5.49
C 2.38 -2.55 -3.06
H 0.28 1.78 -1.22
H -2.64 -3.82 -3.52
N -0.95 3.05 3.89
H 3.74 4.01 2.47
N 0.08 -5.36 -3.12
H -1.77 5.04 3.55
H -0.97 -3.79 -6.90
C -3.33 3.59 4.35
H -0.51 -5.40 -6.31
H 3.23 -1.62 -1.22
F 2.62 -0.16 -2.59
C -0.76 -4.75 -3.61
H -1.81 -5.23 -7.49
H 1.98 2.62 6.12
H 2.40 -2.05 -4.10
C -1.83 -3.96 -4.24
C 0.02 2.20 1.63
C -1.36 -4.77 -6.61
H -2.77 -5.64 -5.24
S -1.57 1.34 1.16
C 2.75 3.51 2.22
H -4.23 4.26 4.09
H 4.03 4.18 5.11
H 3.41 2.65 0.13
H -1.50 -3.87 0.40
C -0.91 -0.25 0.44
H 3.35 -3.17 -2.95
O 3.52 5.02 4.99
C -0.99 -2.88 0.14
C 1.57 3.61 3.26
C 0.29 -2.74 -0.70
H -2.55 -1.55 1.40
H 1.49 -3.27 -3.06
H -2.99 3.76 5.45
H -3.62 2.48 4.30
C 2.54 2.72 0.89
O 0.88 5.69 4.98
C 0.18 2.97 2.96
H -0.65 3.25 4.86
P 1.87 4.52 4.88
O 1.54 3.50 6.23
```

**Total charge**: 0
**2S+1**: 1
**Total energy**: -54593.2747 eV
**LUMO level**: -0.251 eV



Record 3
Molecular formula: C34H35AsN6NiS
Method: DFT, the ωB97M-V functional and the def2-TZVPD basis

Geometry as XYZ:
```
78
Properties=species:S:1:pos:R:3
As 1.22 -0.68 0.61
N -2.74 0.72 0.77
H 1.08 -3.08 2.59
N -1.20 -0.74 -2.02
C 3.90 -1.52 -0.26
H -2.02 3.91 -4.81
C 0.21 0.44 3.07
C -3.85 1.09 2.97
C -1.57 3.07 -2.90
C 3.14 -0.51 0.32
H -0.62 -0.71 -5.32
S -2.45 -2.29 1.67
H -2.99 1.47 -2.58
H -2.52 1.71 0.76
C 0.75 3.25 -2.18
H 2.64 3.70 -1.24
C 2.20 -0.87 3.39
C -4.12 2.54 2.80
H -3.65 2.88 -3.43
C -2.08 -1.75 -1.96
H -0.66 1.27 4.85
C 1.23 -0.35 2.54
C 3.77 0.66 0.74
C 1.03 3.91 -3.37
C 1.03 -2.61 0.49
H -3.19 3.10 2.75
H 2.29 1.97 -1.37
C -1.05 -1.03 -4.38
C 0.70 -4.51 -0.98
C 0.13 0.67 4.44
C 1.84 2.95 -1.19
C 1.09 0.11 5.29
H -0.50 0.89 2.40
H -3.34 2.95 -1.68
H 2.88 -1.07 5.41
H 0.30 4.70 -5.24
C 0.06 4.17 -4.33
H 3.18 1.46 1.18
H -3.20 -3.25 -3.00
C -2.49 -2.44 -3.09
H 0.59 -4.90 -1.99
C -3.10 -0.97 2.45
C 5.90 -0.20 0.04
C 0.81 -4.84 1.40
C -0.57 2.81 -1.92
C -1.24 3.73 -4.08
H -0.02 0.45 -3.21
H -2.27 -2.59 -5.23
C 0.67 -5.36 0.12
C -1.97 -2.08 -4.33
H -4.71 2.89 3.65
C 5.14 0.81 0.61
H 3.43 -2.43 -0.60
N -3.23 0.31 2.01
H 5.61 1.73 0.95
N -4.10 0.38 4.02
H 2.05 4.25 -3.54
H 0.78 -5.50 2.25
H -3.41 0.52 0.04
N -3.65 -0.88 3.67
H 5.86 -2.16 -0.84
C -2.96 2.57 -2.64
H -3.73 -1.64 4.32
Ni -0.68 0.37 -0.35
C -0.70 -0.39 -3.21
N -0.93 2.13 -0.78
H 0.52 -6.43 -0.03
H 1.03 0.28 6.36
H 3.01 -1.46 2.98
H 0.89 -2.48 -1.65
C 1.00 -3.47 1.58
C 5.28 -1.36 -0.40
H 1.45 2.94 -0.17
C 2.12 -0.65 4.76
H -2.43 -2.03 -0.97
H 6.97 -0.09 -0.05
C 0.88 -3.14 -0.79
H -4.68 2.73 1.88
```

**Total charge**: 0
**2S+1**: 3
**Total energy**: -157481.7875 eV
**LUMO level (alpha / beta)**: 0.494 / 0.496 eV



Record 4
Molecular formula: C6H10N4
Method: DFT, the ωB97M-V functional and the def2-TZVPD basis

Geometry as XYZ:
```
20
Properties=species:S:1:pos:R:3
H -0.64 2.68 -1.70
H -1.67 0.16 1.40
H 1.84 -0.01 -0.69
C 2.80 -1.32 0.76
C 1.59 -0.81 0.10
C -2.66 0.59 -0.54
H 0.41 1.15 1.47
H 2.79 -0.66 1.64
N 0.44 -1.32 0.33
H -1.31 -1.87 -0.23
H 2.71 -2.33 1.25
H -3.57 0.06 -0.56
N -0.61 1.36 -0.01
N -2.30 1.43 -1.49
C -0.72 -1.00 -0.34
C -1.49 0.23 0.34
H -0.70 -0.75 -1.48
N 0.50 1.63 0.59
H 3.71 -1.13 0.27
C -1.12 1.90 -1.13
```

**Total charge**: 0
**2S+1**: 3
**Total energy**: -12339.2279 eV
**LUMO level (alpha / beta)**: 1.036 / -0.992 eV



Record 5
Molecular formula: C16H10N4O4
Method: DFT, the ωB97M-V functional and the def2-TZVPD basis

Geometry as XYZ:
```
34
Properties=species:S:1:pos:R:3
H -0.30 -3.56 0.04
N 3.83 -0.96 -4.51
H 1.85 0.80 -4.68
H 3.72 -1.80 -1.95
H -1.68 2.18 0.67
C -1.12 1.39 -1.87
O 0.11 -2.71 0.33
C 1.80 -0.94 -1.23
H -1.42 -1.94 4.09
C -2.14 0.04 5.02
N -0.48 1.17 -3.04
C 0.63 0.46 -2.88
N -1.46 1.30 1.22
C -1.73 1.08 2.54
C -0.40 0.31 -0.88
H -2.43 -0.45 5.95
C 1.72 0.20 -3.73
C -2.24 1.51 4.81
H -2.15 3.11 3.32
C -2.03 2.05 3.52
C 0.68 -0.19 -1.65
C -0.83 0.20 0.51
H -2.73 2.14 5.60
C -1.69 -0.86 4.04
O 4.09 -0.19 -5.43
C -1.45 -0.24 2.85
O -2.14 2.06 -1.58
C -0.89 -0.74 1.62
C 2.85 -0.57 -3.52
N -0.46 -2.14 1.50
O 4.34 -2.03 -4.37
H 1.96 -1.36 -0.26
H -0.67 1.84 -3.83
C 2.85 -1.15 -2.19
```

**Total charge**: 0
**2S+1**: 1
**Total energy**: -30896.9448 eV
**LUMO level**: -1.884 eV



Record 6
Molecular formula: C47H27N10O2OsS
Method: DFT, the ωB97M-V functional and the def2-TZVPD basis

Geometry as XYZ:
```
88
Properties=species:S:1:pos:R:3
C 3.24 0.15 -0.34
O 2.36 -1.69 4.06
H -1.31 2.06 -5.64
Os -0.01 -0.23 -0.30
C -3.02 -0.44 5.58
C -1.41 -5.14 -4.50
C -0.47 4.88 3.88
H -0.64 1.86 5.41
C -0.94 -0.48 6.78
H -0.24 5.22 1.76
H 0.84 -0.45 5.59
C -0.81 2.39 -3.57
C -0.25 0.88 2.54
H 6.73 1.06 1.26
C -0.28 -3.03 0.77
C -1.43 -2.78 -5.06
N 2.50 -0.40 1.93
C -0.87 -3.55 -2.83
C 3.47 0.09 1.06
C -0.60 4.68 -2.81
C 5.78 0.81 0.80
C 2.03 -0.10 -2.29
H -2.86 -0.50 7.72
N -0.45 -1.56 -1.75
C -1.06 -2.52 -3.75
H 5.18 0.74 -3.12
H -0.46 -5.83 1.30
C -0.94 -0.41 4.40
N -0.17 3.11 -0.15
H 4.84 0.37 2.66
S 2.53 -0.44 3.41
N 2.01 -0.09 -0.96
N -0.36 1.23 -1.63
H -2.85 -0.38 3.44
C -0.24 -0.45 5.58
C -0.58 3.91 4.88
H -0.90 -5.67 -2.47
N -0.07 1.12 1.22
C -0.39 -2.90 3.06
H -0.42 5.40 -2.03
C -0.38 -3.80 1.99
C -0.32 2.56 -1.34
C -0.56 3.32 -2.56
C -0.47 -5.17 2.16
C -2.32 -0.47 6.78
H -4.10 -0.43 5.58
C -0.49 -3.41 4.36
H -1.88 -4.35 -6.44
C 4.30 0.49 -2.54
C -0.25 3.14 2.28
C -0.56 -5.66 3.45
C -1.14 4.15 -5.12
H -0.64 -5.17 5.54
C -2.33 -0.41 4.38
C -1.04 -4.88 -3.19
C -1.59 -4.10 -5.43
H -1.37 4.50 -6.12
N -0.17 -1.70 1.09
H -0.39 -0.51 7.72
C -0.80 -1.27 -3.04
H -1.58 -1.97 -5.77
C -0.57 -4.78 4.53
C -0.89 5.08 -4.11
C 3.12 0.16 -3.11
C -0.36 2.16 3.27
N -0.89 -0.07 -3.58
C 5.63 0.82 -0.55
C -0.28 -1.58 2.44
N -0.26 -0.37 3.10
H 6.45 1.07 -1.21
H 1.11 -0.32 -2.79
C -0.13 2.47 1.00
C -0.53 2.55 4.59
H -1.55 -6.16 -4.82
C 4.70 0.43 1.59
H -0.93 6.14 -4.35
C -0.52 -2.92 -1.56
H -0.71 4.22 5.91
C -1.11 2.78 -4.86
H 2.98 0.12 -4.19
C -0.69 1.07 -2.95
H -0.63 -6.72 3.63
O 2.57 0.76 4.19
H -0.50 -2.77 5.23
N -0.39 -3.56 -0.42
C 4.39 0.49 -1.13
H -0.51 5.93 4.14
C -0.31 4.50 2.56
```

**Total charge**: +1
**2S+1**: 1
**Total energy**: -81471.3609 eV
**LUMO level (alpha / beta)**: -4.241 / -4.228 eV



Record 7
Molecular formula: C16H34GaINO5
Method: DFT, the ωB97M-V functional and the def2-TZVPD basis

Geometry as XYZ:
```
58
Properties=species:S:1:pos:R:3
H -3.56 2.31 -1.37
H -1.35 -0.74 2.45
C 2.20 2.54 -5.08
H -2.00 -4.84 0.67
O 3.47 2.30 -3.09
H 2.43 0.18 2.22
H 1.35 2.13 -5.62
C -1.84 1.23 3.15
Ga -1.99 0.41 -0.42
H 1.66 1.36 -3.34
N -5.47 1.50 -2.41
H -0.25 -3.41 3.38
C 4.36 2.21 -4.20
O 1.35 1.24 0.83
H 3.97 2.22 -6.35
C 2.12 2.32 -3.58
H 5.12 1.45 -3.99
H -2.76 1.44 -2.75
H -1.35 1.87 2.41
H -1.27 -0.88 -1.07
C -1.47 -5.83 2.55
O -4.56 0.57 -1.94
H 2.26 3.61 -5.30
O -1.97 -3.54 2.28
C 3.44 2.33 0.66
C -1.30 -3.70 3.53
H 4.55 0.47 1.07
H -2.36 -5.33 4.44
H 3.38 0.79 -5.49
H -1.22 1.04 4.04
C 2.37 0.28 1.13
C -3.10 -0.01 1.25
H -3.71 -0.92 1.10
O -6.32 1.71 -1.62
H -3.34 -5.00 1.82
C 1.96 2.45 0.37
H -0.89 1.54 -0.07
I -3.55 2.37 3.93
H -0.46 -5.93 2.15
H 3.65 2.66 1.68
H 2.09 -0.69 0.70
C -2.26 -4.83 1.73
H 1.55 3.11 -3.07
C -3.31 1.31 -1.79
H -3.81 0.83 1.40
H -2.94 -0.60 3.33
H 1.50 3.30 0.87
H 3.75 0.55 -0.51
H -1.73 -3.03 4.27
H 4.06 2.91 -0.03
H -1.93 -6.82 2.56
H 1.76 2.53 -0.70
C 3.52 1.87 -5.42
H 4.86 3.17 -4.32
C -2.27 -0.14 2.56
C -1.42 -5.16 3.91
H -0.61 -5.51 4.54
C 3.66 0.83 0.54
```

**Total charge**: -1
**2S+1**: 1
**Total energy**: -89343.0310 eV
**LUMO level**: 2.622 eV



Record 8
Molecular formula: C17H20N3STa
Method: DFT, the ωB97M-V functional and the def2-TZVPD basis

Geometry as XYZ:
```
42
Properties=species:S:1:pos:R:3
C 2.44 3.37 3.20
H -2.84 -2.00 0.41
H -4.02 -0.76 0.00
C 3.56 2.64 2.79
H 3.02 0.68 -1.34
C -1.25 2.19 0.79
C 3.45 1.59 1.89
H 4.34 1.05 1.59
H -2.52 5.12 -0.31
H -1.94 0.38 2.99
C -2.96 -0.99 0.04
C 2.73 -0.99 0.62
S 0.20 -3.67 0.09
C -3.51 1.87 -0.08
C 2.20 1.28 1.40
C -2.46 4.06 -0.08
C -2.36 1.34 0.51
H 4.54 2.90 3.18
C 1.08 2.01 1.81
H -2.59 -0.91 -1.00
C -2.52 -0.31 2.38
H 2.52 -1.44 1.59
H 1.40 0.11 -1.65
H -3.58 -0.17 2.56
H -4.46 3.64 -0.79
H 2.56 -1.70 -0.18
N -0.09 1.51 1.21
H -2.23 -1.34 2.61
N 1.88 0.23 0.43
H 1.69 1.80 -1.02
C 0.01 -2.19 0.11
H 3.78 -0.69 0.58
C -3.56 3.22 -0.36
C 1.18 3.06 2.72
H 2.56 4.17 3.91
Ta -0.31 0.05 0.01
H -4.38 1.26 -0.27
H 0.30 3.60 3.05
C -1.31 3.56 0.48
C 2.00 0.75 -0.96
H -0.46 4.19 0.68
N -2.22 -0.05 0.94
```

**Total charge**: +3
**2S+1**: 2
**Total energy**: -34779.9018 eV
**LUMO level (alpha / beta)**: -12.071 / -12.101 eV



Record 9
Molecular formula: C8H9NS
Method: DFT, the ωB97M-V functional and the def2-TZVPD basis

Geometry as XYZ:
```
19
Properties=species:S:1:pos:R:3
C -2.44 -1.72 0.13
H -3.38 -2.07 0.60
C -2.26 -0.48 -0.33
C 2.08 0.13 1.20
N -1.11 -0.41 -1.07
C 2.59 -1.01 0.70
H -1.63 -2.46 0.00
H -3.07 1.36 -1.36
C -0.10 -0.21 -1.58
H -2.58 1.63 0.33
H 3.67 1.84 -1.11
C -3.05 0.82 -0.47
H 2.48 -2.10 0.94
S 3.75 -0.61 -0.53
H 1.42 0.04 2.03
C 3.32 1.04 -0.54
C 2.44 1.34 0.47
H -4.17 0.61 -0.15
H 2.05 2.26 0.74
```

**Total charge**: 0
**2S+1**: 1
**Total energy**: -20763.8705 eV
**LUMO level**: 0.762 eV



Record 10
Molecular formula: C6H10O
Method: DFT, the ωB97M-V functional and the def2-TZVPD basis

Geometry as XYZ:
```
17
Properties=species:S:1:pos:R:3
C 1.10 -0.51 0.34
C -0.60 1.13 0.28
H 2.08 0.21 -1.52
C -0.43 -0.39 0.13
H 1.36 -0.29 1.38
H -2.40 -1.18 0.25
C 0.10 1.03 -1.07
O -0.54 -0.24 -1.31
H -0.04 1.75 -1.88
H -1.14 -2.42 0.42
C -1.41 -1.39 0.68
C 1.52 0.61 -0.67
H -1.49 -1.32 1.77
H -0.04 1.61 1.09
H -1.64 1.48 0.25
H 2.08 1.44 -0.23
H 1.51 -1.49 0.08
```

**Total charge**: 0
**2S+1**: 1
**Total energy**: -8430.5253 eV
**LUMO level**: 1.048 eV



Record 11
Molecular formula: C3H6OS
Method: DFT, the ωB97M-V functional and the def2-TZVPD basis

Geometry as XYZ:
```
11
Properties=species:S:1:pos:R:3
C 0.54 -0.76 -0.28
H -2.51 1.41 0.15
H -1.53 -1.06 0.40
C -0.79 -0.26 0.33
H 0.56 -1.85 -0.10
H -0.62 0.14 1.32
H 0.44 -0.71 -1.39
H 2.08 0.77 0.12
O 2.54 -0.99 1.10
C 1.79 -0.25 0.35
S -1.57 1.03 -0.74
```

**Total charge**: -1
**2S+1**: 2
**Total energy**: -16089.5156 eV
**LUMO level (alpha / beta)**: 3.368 / 3.305 eV